{
  "formula": "C32H24Cl68N3O4S",
  "method": "ωB97M-V/def2-TZVPD",
  "elements": ["C", "C", "C", "C", "C", "C", "N", "N", "C", "C", "C", "C", "C", "C", "S", "O", "O", "O", "C", "C", "N", "C", "O", "H", "H", "H", "H", "H", "H", "H", "H", "H", "H", "H", "H", "H", "H", "H", "H", "H", "H", "H", "H", "H", "H", "H", "H", "C", "Cl", "Cl", "Cl", "Cl", "C", "Cl", "Cl", "Cl", "Cl", "C", "Cl", "Cl", "Cl", "Cl", "C", "Cl", "Cl", "Cl", "Cl", "C", "Cl", "Cl", "Cl", "Cl", "C", "Cl", "Cl", "Cl", "Cl", "C", "Cl", "Cl", "Cl", "Cl", "C", "Cl", "Cl", "Cl", "Cl", "C", "Cl", "Cl", "Cl", "Cl", "C", "Cl", "Cl", "Cl", "Cl", "C", "Cl", "Cl", "Cl", "Cl", "C", "Cl", "Cl", "Cl", "Cl", "C", "Cl", "Cl", "Cl", "Cl", "C", "Cl", "Cl", "Cl", "Cl", "C", "Cl", "Cl", "Cl", "Cl", "C", "Cl", "Cl", "Cl", "Cl", "C", "Cl", "Cl", "Cl", "Cl"],
  "positions_angstrom": [[-0.87, -0.88, 4.47], [-1.87, -1.70, 3.47], [-1.72, -1.24, 1.87], [-2.88, -2.06, 1.07], [-2.67, -2.23, -0.54], [-1.14, -2.06, -1.09], [-0.68, -0.59, -1.26], [-1.65, 0.30, -1.02], [-1.15, 1.65, -1.26], [0.29, 2.18, -1.69], [0.58, 3.78, -1.89], [0.53, 4.67, -0.51], [2.05, 4.97, 0.10], [2.40, 4.08, 1.43], [3.26, 2.44, 1.07], [2.27, 1.21, 1.21], [3.89, 2.40, -0.37], [4.56, 2.13, 2.18], [1.40, 1.01, -1.93], [0.70, -0.41, -1.68], [1.58, -1.65, -1.91], [2.81, -1.48, -1.25], [3.98, -0.93, -0.85], [0.08, -0.46, 3.92], [-1.50, -0.02, 5.01], [-0.54, -1.63, 5.34], [-1.49, -2.83, 3.49], [-2.99, -1.75, 3.83], [-0.62, -1.50, 1.58], [-1.92, -0.07, 1.86], [-3.07, -3.09, 1.65], [-3.90, -1.46, 1.21], [-3.48, -1.58, -1.13], [-2.97, -3.36, -0.79], [-0.96, -2.65, -2.11], [-0.42, -2.60, -0.30], [-1.98, 2.50, -1.10], [1.69, 3.87, -2.32], [-0.21, 4.28, -2.63], [0.10, 5.74, -0.80], [-0.19, 4.18, 0.29], [2.88, 4.82, -0.75], [2.14, 6.11, 0.42], [3.19, 4.72, 2.06], [1.45, 3.92, 2.14], [4.97, 1.24, 1.99], [2.51, 1.20, -2.24], [0.30, 8.88, -0.44], [-0.83, 8.15, 0.73], [1.96, 8.38, -0.05], [-0.12, 8.33, -2.08], [0.17, 10.65, -0.36], [-4.68, 4.80, -1.57], [-5.81, 4.07, -0.40], [-3.02, 4.30, -1.18], [-5.09, 4.25, -3.21], [-4.81, 6.57, -1.49], [-2.85, -5.32, 5.45], [-3.79, -3.86, 5.83], [-3.77, -6.77, 5.95], [-2.54, -5.40, 3.70], [-1.30, -5.27, 6.32], [-1.16, 3.50, -6.14], [-1.05, 2.76, -4.52], [0.30, 4.46, -6.47], [-1.32, 2.22, -7.37], [-2.59, 4.57, -6.20], [7.15, 0.79, -1.34], [8.44, 1.05, -0.14], [6.99, 2.23, -2.37], [7.54, -0.63, -2.34], [5.61, 0.50, -0.49], [4.33, -4.58, -4.02], [3.32, -3.46, -3.07], [5.64, -5.22, -3.00], [3.32, -5.93, -4.62], [5.03, -3.71, -5.41], [-6.80, 5.57, -6.72], [-7.25, 5.19, -8.40], [-5.08, 6.05, -6.66], [-7.81, 6.91, -6.12], [-7.05, 4.13, -5.70], [11.68, -0.44, 2.33], [10.67, 0.98, 1.96], [13.38, -0.07, 1.94], [11.54, -0.84, 4.06], [11.14, -1.82, 1.35], [12.60, -4.35, -1.71], [12.52, -6.05, -1.16], [13.43, -3.37, -0.48], [13.50, -4.27, -3.24], [10.95, -3.73, -1.96], [3.19, -3.37, 2.53], [3.64, -2.39, 1.11], [4.01, -4.95, 2.45], [3.69, -2.52, 4.02], [1.43, -3.62, 2.55], [1.49, 4.40, -10.59], [0.37, 3.68, -9.42], [3.16, 3.91, -10.20], [1.08, 3.85, -12.23], [1.37, 6.18, -10.51], [-6.95, -6.77, 2.82], [-7.40, -7.15, 1.14], [-5.23, -6.29, 2.88], [-7.96, -5.43, 3.41], [-7.20, -8.20, 3.84], [15.27, 2.47, -0.69], [16.57, 2.73, 0.50], [15.12, 3.91, -1.73], [15.67, 1.05, -1.70], [13.73, 2.19, 0.16], [-11.73, -7.49, 3.80], [-12.85, -8.22, 4.97], [-10.06, -7.99, 4.19], [-12.14, -8.05, 2.16], [-11.85, -5.72, 3.88], [-3.87, -6.36, 9.86], [-5.55, -6.87, 9.56], [-3.58, -6.30, 11.62], [-2.75, -7.52, 9.11], [-3.60, -4.74, 9.16], [-5.90, 10.47, -6.53], [-5.78, 9.73, -4.91], [-4.43, 11.42, -6.85], [-6.06, 9.19, -7.75], [-7.33, 11.53, -6.59], [-13.76, -9.23, 8.91], [-14.77, -7.81, 8.55], [-12.06, -8.86, 8.53], [-13.90, -9.63, 10.64], [-14.30, -10.62, 7.94]],
  "lowdin_charge": [-0.1383, -0.2884, -0.2299, -0.2076, -0.1917, -0.1277, -0.0865, 0.1350, -0.0122, -0.0953, -0.1826, -0.1842, -0.2100, -0.2080, 0.8277, -0.4134, -0.5095, -0.2335, 0.1439, -0.0781, 0.0524, -0.2044, -0.3505, 0.0754, 0.0852, 0.0815, 0.0509, 0.0975, 0.0784, 0.1193, 0.1039, 0.1301, 0.1225, 0.1302, 0.1519, 0.1326, 0.0038, 0.1378, 0.0802, 0.0644, 0.1167, 0.1299, 0.0305, 0.1325, 0.1430, 0.0684, 0.1390, -1.9918, 0.5233, 0.5623, 0.5235, 0.5422, -1.9670, 0.5422, 0.5711, 0.4955, 0.5363, -1.9710, 0.5166, 0.5020, 0.4827, 0.5171, -1.9541, 0.5649, 0.5023, 0.5172, 0.4839, -1.9216, 0.4958, 0.5380, 0.5343, 0.7108, -1.9807, 0.5929, 0.5262, 0.5314, 0.5272, -1.9742, 0.5370, 0.4517, 0.5053, 0.4983, -1.9738, 0.4778, 0.4819, 0.5282, 0.4922, -2.0088, 0.5161, 0.4876, 0.5165, 0.4929, -1.9646, 0.6462, 0.5363, 0.5311, 0.5236, -1.9967, 0.4478, 0.5141, 0.5210, 0.5155, -1.9771, 0.5238, 0.4669, 0.5052, 0.4820, -2.0017, 0.5173, 0.5122, 0.5138, 0.4618, -1.9893, 0.4985, 0.4615, 0.5183, 0.5089, -2.0036, 0.5136, 0.5219, 0.4922, 0.4913, -2.0026, 0.4906, 0.5173, 0.4839, 0.5228, -2.0188, 0.5058, 0.4930, 0.5137, 0.5072],
  "gap_ev": 7.5,
  "lumo_energy_ha": -0.16192,
  "homo_ha": -0.4377,
  "multiplicity": 1,
  "e_above_lowest_kj_mol": 1441.4,
  "e_tot_ev": -908565.6097,
  "charge": 1
}

---

{
  "formula": "C12H17N3O2PdS",
  "method": "ωB97M-V/def2-TZVPD",
  "elements": ["Pd", "N", "C", "S", "N", "N", "C", "C", "C", "C", "C", "C", "C", "O", "H", "H", "H", "H", "H", "H", "H", "C", "C", "O", "C", "C", "H", "H", "H", "H", "H", "H", "H", "H", "H", "H"],
  "positions_angstrom": [[-0.58, 0.32, 0.12], [-4.58, 0.04, 1.72], [-3.32, -0.10, 1.23], [-2.56, 1.35, 0.61], [-2.77, -1.27, 1.27], [-1.46, -1.28, 0.82], [-0.84, -2.40, 1.00], [0.53, -2.71, 0.68], [1.05, -3.91, 1.18], [2.36, -4.27, 0.96], [3.17, -3.42, 0.22], [2.69, -2.24, -0.31], [1.35, -1.86, -0.11], [0.89, -0.78, -0.70], [-5.10, 0.85, 1.47], [-5.09, -0.81, 1.88], [-1.43, -3.17, 1.49], [0.40, -4.55, 1.76], [2.75, -5.20, 1.36], [4.21, -3.68, 0.05], [3.32, -1.59, -0.90], [0.61, 1.59, -2.86], [1.37, 1.88, -1.59], [0.50, 2.10, -0.45], [-0.23, 3.34, -0.55], [-0.38, 3.94, 0.83], [1.31, 1.29, -3.63], [0.07, 2.47, -3.22], [-0.10, 0.77, -2.71], [1.99, 2.77, -1.68], [1.99, 1.03, -1.31], [-1.19, 3.16, -1.03], [0.35, 4.01, -1.18], [-0.74, 3.20, 1.54], [-1.10, 4.76, 0.81], [0.58, 4.33, 1.18]],
  "lowdin_charge": [0.8122, 0.0591, -0.8562, 0.6342, -0.0104, -0.1702, -0.0615, -0.1511, -0.0537, -0.1044, -0.0865, -0.0183, -0.3496, -0.2104, 0.0733, 0.0946, 0.1302, 0.1098, 0.0964, 0.1027, 0.1106, -0.0692, -0.2506, -0.3121, -0.2912, -0.0891, 0.0859, 0.0753, 0.0705, 0.1232, 0.0974, 0.0904, 0.1197, 0.0329, 0.0850, 0.0810],
  "gap_ev": 7.8,
  "lumo_energy_ha": 0.00497,
  "homo_ha": -0.2808,
  "multiplicity": 1,
  "e_above_lowest_kj_mol": 0.0,
  "e_tot_ev": -35600.3389,
  "charge": 0
}

---

{
  "formula": "C28H33FN8O4SSr",
  "method": "ωB97M-V/def2-TZVPD",
  "elements": ["Sr", "C", "C", "C", "C", "C", "C", "C", "N", "N", "C", "C", "C", "C", "C", "C", "N", "C", "C", "C", "C", "C", "C", "N", "H", "H", "H", "H", "H", "H", "H", "H", "H", "H", "H", "H", "H", "H", "H", "H", "H", "H", "H", "H", "F", "N", "C", "C", "C", "S", "O", "O", "C", "C", "N", "C", "N", "C", "C", "N", "O", "O", "C", "H", "H", "H", "H", "H", "H", "H", "H", "H", "H", "H", "H", "H"],
  "positions_angstrom": [[0.21, -0.57, -0.15], [1.11, -0.67, 2.81], [-0.22, -0.79, 3.57], [-1.24, -1.74, 2.95], [-1.74, -2.81, 3.68], [-2.68, -3.64, 3.08], [-3.09, -3.38, 1.79], [-2.53, -2.30, 1.12], [-1.63, -1.49, 1.69], [1.13, 0.38, 1.74], [0.84, 1.77, 2.17], [-0.66, 2.07, 2.06], [-1.33, 2.83, 3.01], [-2.68, 3.07, 2.82], [-3.32, 2.54, 1.72], [-2.58, 1.79, 0.82], [-1.27, 1.56, 0.98], [2.40, 0.24, 0.93], [2.47, 1.23, -0.29], [3.57, 2.06, -0.45], [3.59, 2.93, -1.53], [2.53, 2.95, -2.41], [1.47, 2.09, -2.19], [1.43, 1.24, -1.16], [1.33, -1.64, 2.32], [1.92, -0.46, 3.51], [-0.68, 0.19, 3.69], [0.01, -1.15, 4.58], [-1.39, -2.99, 4.69], [-3.08, -4.49, 3.63], [-3.81, -4.00, 1.29], [-2.79, -2.08, 0.10], [1.34, 2.46, 1.49], [1.24, 1.97, 3.17], [-0.80, 3.21, 3.87], [-3.24, 3.65, 3.55], [-4.38, 2.70, 1.54], [-3.03, 1.35, -0.06], [2.48, -0.80, 0.53], [3.29, 0.38, 1.55], [4.39, 2.02, 0.26], [4.44, 3.58, -1.68], [2.51, 3.62, -3.26], [0.61, 2.06, -2.86], [0.54, -2.63, -0.05], [-2.58, -1.04, -2.65], [-1.63, -0.99, -1.98], [-2.11, -7.85, 1.38], [-1.51, -6.82, 0.42], [0.21, -6.70, 0.66], [0.80, -7.99, 0.35], [0.45, -6.10, 1.96], [0.73, -5.57, -0.56], [2.25, -5.68, -0.80], [2.69, -4.32, -1.09], [3.18, -3.49, -0.15], [3.39, -2.28, -0.62], [3.02, -2.32, -1.93], [2.62, -3.57, -2.23], [2.07, -4.03, -3.49], [1.61, -5.16, -3.53], [2.06, -3.24, -4.40], [3.36, -3.89, 1.28], [-3.18, -7.92, 1.21], [-1.94, -7.56, 2.42], [-1.66, -8.83, 1.22], [-1.91, -5.81, 0.59], [-1.66, -7.10, -0.62], [0.49, -4.57, -0.18], [0.17, -5.77, -1.48], [2.49, -6.36, -1.61], [2.77, -6.02, 0.08], [2.98, -1.46, -2.58], [4.15, -4.63, 1.40], [2.44, -4.31, 1.69], [3.64, -3.00, 1.84]],
  "lowdin_charge": [1.3422, -0.1544, -0.0908, -0.2669, -0.0172, -0.0558, -0.0596, -0.1178, 0.0620, -0.3320, -0.1031, -0.2717, -0.0338, -0.0579, -0.0510, -0.1083, 0.0746, -0.1734, -0.2693, -0.0162, -0.0439, -0.0440, -0.0934, -0.0283, 0.1170, 0.1238, 0.1068, 0.1150, 0.1119, 0.1101, 0.1076, 0.0799, 0.1242, 0.1307, 0.1145, 0.1095, 0.1077, 0.1147, 0.0594, 0.1305, 0.1187, 0.1138, 0.1108, 0.1263, -0.6605, -0.1464, -0.4491, -0.1090, -0.3060, 0.6253, -0.3113, -0.3201, -0.2220, -0.1074, 0.0413, -0.3561, 0.0953, -0.0474, -0.1502, -0.3229, 0.0775, 0.0978, 0.0132, 0.0764, 0.0751, 0.0761, 0.0913, 0.1090, 0.0820, 0.1112, 0.1254, 0.1167, 0.1231, 0.0912, 0.0782, 0.0796],
  "gap_ev": 8.6,
  "lumo_energy_ha": -0.00558,
  "homo_ha": -0.3213,
  "multiplicity": 1,
  "e_above_lowest_kj_mol": 182.7,
  "e_tot_ev": -64070.1363,
  "charge": 0
}

---

{
  "formula": "C6H12N2",
  "method": "ωB97M-V/def2-TZVPD",
  "elements": ["C", "C", "C", "C", "N", "C", "N", "C", "H", "H", "H", "H", "H", "H", "H", "H", "H", "H", "H", "H"],
  "positions_angstrom": [[0.83, 0.23, 0.24], [1.86, 0.52, -1.04], [1.00, 1.02, 1.52], [-1.64, 0.83, 0.03], [1.91, -0.60, -0.16], [-0.54, -0.19, -0.12], [-1.96, -1.96, -1.00], [-0.76, -1.44, -0.55], [2.71, -0.66, 0.47], [-2.07, -2.96, -0.86], [-2.79, -1.44, -0.77], [2.40, 1.45, -0.87], [1.59, 0.31, -2.06], [0.08, -2.12, -0.60], [0.41, 0.60, 2.34], [2.04, 1.03, 1.85], [0.70, 2.06, 1.38], [-2.13, 0.74, 1.00], [-1.26, 1.85, -0.05], [-2.39, 0.73, -0.75]],
  "lowdin_charge": [-0.4331, -0.0709, -0.0317, -0.0562, -0.0200, -0.2696, 0.0493, -0.1694, 0.1045, 0.0788, 0.0684, 0.0837, 0.0896, 0.1099, 0.0851, 0.0781, 0.0746, 0.0805, 0.0767, 0.0718],
  "smiles": "C/C(=C\\N)[C@]1(C)CN1",
  "gap_ev": 8.3,
  "lumo_energy_ha": 0.03779,
  "homo_ha": -0.2669,
  "multiplicity": 1,
  "e_above_lowest_kj_mol": 176.2,
  "e_tot_ev": -9395.0234,
  "charge": 0
}